(1)
Here is a molecular structure, C4H3LiMgO2Rb in a non-equilibrium geometry from the OMol25 dataset. Energies are from ωB97M-V/def2-TZVPD.

The geometry in ORCA input format:
```
! wB97M-V def2-TZVPD RIJCOSX def2/J DEFGRID3
* xyz 0 2
C -0.730 -0.575 -0.891
O -0.913 -1.782 -0.454
Mg -2.112 1.120 -0.141
Li 0.306 -3.105 -0.757
H 0.593 0.802 -1.576
C 0.655 -0.116 -0.984
C 1.076 0.434 0.409
C 0.676 1.604 0.969
O -0.167 2.627 0.551
Rb -1.662 -1.871 2.383
H 1.221 -0.963 -1.490
H 1.057 1.826 1.980
*
```

Calculated values
**Relative energy (zero: lowest compared OMol25 entry of this formula, charge and spin)**: 49.40 kcal/mol
**Calculated total energy**: -536.17948 hartree
**Gap between HOMO and LUMO (alpha / beta)**: 3.42 / 3.59 eV

---

(2)
Here is a molecular structure, C4H3LiOY in a non-equilibrium geometry from the OMol25 dataset. Energies are from ωB97M-V/def2-TZVPD.

The geometry in ORCA input format:
```
! wB97M-V def2-TZVPD RIJCOSX def2/J DEFGRID3
* xyz 2 2
C -0.463 -1.496 1.711
C -1.042 -2.561 1.524
H -1.540 -3.510 1.386
Li -0.695 -0.990 -0.780
O 0.664 2.165 0.404
C 0.610 1.896 -0.844
C 0.526 0.634 -1.403
Y 0.604 0.641 1.921
H 0.336 2.731 -1.533
H 0.998 0.491 -2.385
*
```

Calculated values
**Relative energy (zero: lowest compared OMol25 entry of this formula, charge and spin)**: 0.00 kcal/mol
**Calculated total energy**: -274.54546 hartree
**Gap between HOMO and LUMO (alpha / beta)**: 7.31 / 7.63 eV

---

(3)
Here is a molecular structure, C4H3LuO in a non-equilibrium geometry from the OMol25 dataset. Energies are from ωB97M-V/def2-TZVPD.

The geometry in ORCA input format:
```
! wB97M-V def2-TZVPD RIJCOSX def2/J DEFGRID3
* xyz 2 1
C -2.783 -0.152 0.041
C -1.494 -0.450 0.048
C -0.289 -0.914 -0.039
C 0.984 -1.241 -0.262
H -3.526 -0.951 0.094
H -3.136 0.870 -0.107
H 2.433 -0.762 0.395
O 1.805 -0.112 -0.208
Lu 0.567 1.477 -0.210
*
```

Calculated values
**Relative energy (zero: lowest compared OMol25 entry of this formula, charge and spin)**: 72.75 kcal/mol
**Calculated total energy**: -1464.02224 hartree
**Gap between HOMO and LUMO (alpha / beta)**: 5.75 / 5.75 eV

---

(4)
Here is 2 unconnected molecules or ions with the total composition C4H3N2 in a non-equilibrium geometry from the OMol25 dataset. Energies are from ωB97M-V/def2-TZVPD.

The geometry in ORCA input format:
```
! wB97M-V def2-TZVPD RIJCOSX def2/J DEFGRID3
* xyz 1 1
C -0.214 -1.980 1.552
C 1.711 -2.813 4.608
C 0.021 0.807 -0.056
C 0.509 -2.243 2.541
N 1.127 -2.448 3.632
N -0.743 -0.085 0.139
H -0.181 1.314 -1.131
H 0.901 1.129 0.633
H -1.147 -2.125 1.035
*
```

Calculated values
**Relative energy (zero: lowest compared OMol25 entry of this formula, charge and spin)**: 106.74 kcal/mol
**Calculated total energy**: -263.14956 hartree
**Gap between HOMO and LUMO (alpha / beta)**: 5.97 / 7.99 eV